1.
# C31H31Ge2N6RhSe

A molecular structure, C31H31Ge2N6RhSe (ωB97M-V/def2-TZVPD, OMol25).

Its total charge is +3. Its HOMO energy (alpha / beta) is -16.33 / -16.34 eV. Its relative energy (zero: lowest compared OMol25 entry of this formula, charge and spin) is 0.0 kcal/mol. As for the spin multiplicity: 2. For the molecular weight, the calculation gives 814.72 u.

Last column: Mulliken spin population.
CARTESIAN COORDINATES (ANGSTROEM)
Rh  0.910  -1.297  -0.427  0.25
Se  5.223  4.025  -3.621  0.00
N  3.697  3.252  -4.084  0.00
C  3.378  2.421  -3.124  0.00
C  2.185  1.586  -3.158  0.01
C  1.246  1.592  -4.194  0.00
C  0.149  0.760  -4.107  0.00
C  0.006  -0.078  -3.009  0.02
N  0.908  -0.112  -2.031  -0.02
C  1.975  0.728  -2.086  -0.01
C  2.876  0.694  -0.951  -0.01
N  2.520  -0.148  0.043  -0.01
C  3.297  -0.252  1.118  0.00
C  4.473  0.481  1.242  0.00
C  4.839  1.355  0.240  0.00
C  4.023  1.476  -0.890  0.00
C  4.286  2.361  -2.015  0.00
N  5.333  3.144  -2.088  0.00
H  1.393  2.251  -5.041  0.00
H  -0.605  0.744  -4.881  0.00
H  -0.849  -0.726  -2.907  0.00
H  2.970  -0.926  1.900  0.00
H  5.081  0.357  2.127  0.00
H  5.745  1.944  0.307  0.00
C  -1.974  -2.255  3.413  0.01
Ge  -2.717  -1.066  2.080  0.23
C  -3.302  0.684  2.638  0.00
C  -3.671  -1.971  0.661  0.01
Ge  -0.462  0.315  0.741  0.39
C  0.563  1.114  2.163  0.03
C  1.285  2.292  1.936  -0.03
C  2.019  2.864  2.962  0.01
C  2.044  2.269  4.219  -0.01
C  1.346  1.092  4.448  0.01
C  0.611  0.514  3.422  0.02
C  -1.521  1.448  -0.395  0.04
C  -1.379  2.838  -0.366  0.01
C  -2.155  3.630  -1.202  0.00
C  -3.097  3.048  -2.041  0.02
C  -3.265  1.666  -2.054  -0.01
C  -2.477  0.872  -1.239  0.01
H  -2.780  -2.947  3.676  0.01
H  -1.671  -1.725  4.313  0.00
H  -1.140  -2.849  3.043  0.00
H  -4.215  0.510  3.219  0.02
H  -3.545  1.318  1.788  0.00
H  -2.573  1.170  3.283  0.00
H  -4.275  -2.743  1.144  0.01
H  -3.002  -2.456  -0.046  0.00
H  -4.336  -1.293  0.131  0.00
H  1.292  2.768  0.961  -0.01
H  2.567  3.781  2.786  0.00
H  2.608  2.727  5.021  0.00
H  1.370  0.628  5.425  0.00
H  0.080  -0.411  3.613  -0.01
H  -0.698  3.319  0.325  0.00
H  -2.042  4.705  -1.178  0.00
H  -3.715  3.672  -2.672  0.00
H  -4.015  1.216  -2.691  0.00
H  -2.608  -0.206  -1.263  -0.02
C  -1.708  -6.050  -0.047  0.00
N  -1.234  -4.821  -0.695  0.00
C  -1.272  -4.553  -2.036  0.00
C  -0.733  -3.316  -2.204  0.00
N  -0.373  -2.816  -0.969  0.02
C  -0.690  -3.765  -0.086  0.01
H  -1.768  -6.832  -0.798  0.00
H  -2.692  -5.889  0.387  0.00
H  -1.000  -6.351  0.721  0.00
H  -1.660  -5.257  -2.752  0.00
H  -0.543  -2.803  -3.127  0.00
H  -0.530  -3.718  0.979  0.00

---

2.
# C4H9O3

2 unconnected molecules or ions with the total composition C4H9O3 in a non-equilibrium geometry (ωB97M-V/def2-TZVPD, OMol25).

Its total charge is -1. Its HOMO energy is -4.37 eV. Its relative energy (zero: lowest compared OMol25 entry of this formula, charge and spin) is 10.6 kcal/mol. For the molecular weight, the calculation gives 105.11 u.

Last column: natural (NBO) charge in e.
CARTESIAN COORDINATES (ANGSTROEM)
C  0.988  -1.392  -0.667  -0.06
C  0.137  -1.870  0.510  -0.66
O  2.083  -0.604  -0.228  -0.77
H  1.497  -2.249  -1.126  0.15
H  0.403  -0.907  -1.452  0.15
H  0.187  -2.941  0.673  0.18
H  1.740  0.269  0.044  0.51
H  -0.904  -1.556  0.457  0.22
H  0.504  -1.400  1.423  0.25
C  -1.154  2.035  -0.526  -0.74
C  -0.611  1.456  0.785  0.77
O  -1.471  1.105  1.615  -0.77
O  0.644  1.403  0.927  -0.82
H  -2.119  1.588  -0.738  0.20
H  -0.465  1.993  -1.367  0.20
H  -1.457  3.072  -0.330  0.20

---

3.
# C26H65BrN10O5P3

4 unconnected molecules or ions with the total composition C26H65BrN10O5P3 in a non-equilibrium geometry (ωB97M-V/def2-TZVPD, OMol25).

Its total charge is +1. Its HOMO energy is -9.79 eV. For the molecular weight, the calculation gives 770.70 u.

Last column: Löwdin charge in e.
CARTESIAN COORDINATES (ANGSTROEM)
C  1.723  0.878  -0.593  0.10
C  2.652  0.428  -1.429  -0.14
N  3.739  -0.374  -0.916  0.05
C  3.999  -1.531  -1.430  -0.28
O  3.353  -2.010  -2.462  0.16
C  5.053  -2.252  -0.680  -0.02
C  5.532  -1.248  0.397  -0.06
C  4.615  -0.008  0.201  -0.18
C  5.531  1.217  -0.165  -0.10
C  5.816  1.333  -1.643  -0.78
O  6.638  0.676  -2.198  0.07
Br  4.797  2.634  -2.644  0.87
H  0.705  0.986  -0.944  0.09
H  1.976  1.175  0.419  0.09
H  2.678  0.685  -2.478  0.11
H  3.815  -1.848  -3.298  0.18
H  5.813  -2.732  -1.290  0.15
H  4.476  -3.018  -0.142  0.15
H  6.582  -1.062  0.196  0.12
H  5.395  -1.656  1.394  0.13
H  4.121  0.325  1.109  0.16
H  6.484  1.105  0.349  0.13
H  5.067  2.121  0.230  0.11
O  -1.516  -5.287  -0.293  -0.26
P  -1.183  -4.752  -1.625  0.65
N  -2.521  -5.077  -2.590  -0.31
C  -2.554  -5.296  -4.022  -0.12
C  -3.717  -4.373  -2.122  -0.11
N  0.186  -5.740  -2.085  -0.31
C  0.060  -6.810  -3.067  -0.14
C  0.898  -6.257  -0.916  -0.15
N  -0.610  -3.288  -2.337  -0.29
C  0.332  -3.332  -3.433  -0.14
C  -0.162  -2.331  -1.318  -0.13
H  -2.474  -4.365  -4.603  0.09
H  -3.512  -5.753  -4.277  0.09
H  -1.794  -5.987  -4.357  0.04
H  -3.703  -3.311  -2.404  0.08
H  -3.806  -4.437  -1.037  0.07
H  -4.607  -4.834  -2.548  0.09
H  -0.757  -7.508  -2.843  0.10
H  0.993  -7.375  -3.099  0.08
H  -0.071  -6.422  -4.075  0.06
H  0.414  -7.137  -0.481  0.09
H  0.971  -5.503  -0.133  0.07
H  1.914  -6.533  -1.213  0.08
H  1.300  -3.757  -3.150  0.07
H  0.493  -2.307  -3.780  0.08
H  -0.058  -3.875  -4.293  0.07
H  0.767  -2.656  -0.818  0.08
H  -0.927  -2.205  -0.550  0.06
H  0.014  -1.353  -1.771  0.06
O  -0.082  4.956  0.684  -0.28
P  0.679  6.037  0.024  0.63
N  2.126  5.281  -0.470  -0.30
C  3.431  5.884  -0.639  -0.13
C  1.883  4.236  -1.448  -0.17
N  0.966  7.152  1.330  -0.31
C  2.266  7.251  1.976  -0.14
C  -0.070  7.059  2.362  -0.14
N  0.503  7.195  -1.217  -0.31
C  1.113  8.508  -1.076  -0.12
C  -0.901  7.329  -1.657  -0.12
H  3.523  6.465  -1.569  0.09
H  4.181  5.089  -0.681  0.06
H  3.709  6.511  0.196  0.04
H  1.690  4.637  -2.456  0.09
H  1.018  3.641  -1.151  0.06
H  2.740  3.561  -1.502  -0.03
H  2.655  6.282  2.317  0.09
H  2.183  7.909  2.842  0.09
H  3.005  7.726  1.331  0.06
H  0.094  6.222  3.049  0.08
H  -1.057  6.936  1.921  0.07
H  -0.075  7.986  2.938  0.08
H  0.689  9.097  -0.260  0.09
H  0.949  9.040  -2.015  0.09
H  2.193  8.440  -0.944  0.07
H  -1.531  7.801  -0.894  0.08
H  -1.322  6.348  -1.881  0.08
H  -0.957  7.925  -2.568  0.08
O  -4.650  -2.998  1.389  -0.27
P  -4.295  -2.161  2.552  0.63
N  -4.303  -0.570  1.958  -0.31
C  -3.524  0.554  2.432  -0.13
C  -5.626  -0.153  1.511  -0.13
N  -2.670  -2.694  2.903  -0.30
C  -1.516  -1.896  2.536  -0.15
C  -2.451  -4.081  2.468  -0.13
N  -4.782  -1.889  4.170  -0.31
C  -3.786  -1.617  5.192  -0.13
C  -5.732  -2.915  4.644  -0.12
H  -3.917  0.992  3.362  0.09
H  -3.549  1.339  1.672  0.08
H  -2.481  0.308  2.575  0.04
H  -6.286  0.101  2.353  0.08
H  -6.098  -0.947  0.933  0.07
H  -5.543  0.720  0.862  0.08
H  -1.516  -1.592  1.477  0.07
H  -0.610  -2.477  2.726  0.08
H  -1.419  -1.008  3.160  0.05
H  -2.252  -4.156  1.399  0.04
H  -3.316  -4.703  2.687  0.08
H  -1.598  -4.499  3.009  0.08
H  -3.116  -2.459  5.379  0.08
H  -4.326  -1.389  6.113  0.09
H  -3.194  -0.734  4.954  0.07
H  -5.255  -3.894  4.773  0.08
H  -6.549  -3.031  3.929  0.08
H  -6.170  -2.616  5.596  0.08